DFT (the ωB97M-V functional and the def2-TZVPD basis) results for a gas-phase ion, C11H17N4 (charge +1).

Summary:
Net charge: +1
E_HOMO in eV: -12.07
LUMO energy in eV: -3.56
Multiplicity: 1
SMILES: CC(=C/C=N/[NH+]1CCCCC1)/N=C/C#N
Largest force on an atom in eV Å⁻¹: 4.3
Frontier orbital gap in eV: 8.52

CARTESIAN COORDINATES (ANGSTROEM)
C -3.695 0.394 0.101
C -1.395 0.869 -0.732
H 1.380 1.109 -1.054
H -5.632 0.365 1.010
H 3.845 0.444 0.177
H 4.187 -1.435 0.157
C 2.464 -0.670 1.273
N -3.340 -0.825 0.479
C -1.731 -2.535 0.693
N -1.046 -3.399 0.411
H -5.495 1.565 -0.411
H 3.168 -0.513 -1.954
N 0.499 -0.423 -0.128
H 2.249 -1.699 1.714
H 0.751 0.005 -2.244
H -5.579 0.010 -0.939
H 0.664 -0.150 2.027
C 3.426 -0.580 0.087
C -2.364 -1.311 1.087
H 1.381 1.100 0.968
H -2.139 -0.948 2.111
C 2.565 -0.711 -1.141
H -3.267 1.981 -1.128
C -5.218 0.551 -0.033
H 3.029 -0.093 2.087
H 0.527 -1.440 0.018
C 1.285 0.042 -1.270
C -2.743 1.157 -0.533
H 2.180 -1.700 -1.293
N -0.867 0.011 0.038
C 1.156 0.076 1.140
H -0.938 1.102 -1.654

Quick look at the Mulliken charges, all values in e: C 0.4773; C 0.1951; H 0.5045; H 0.3240; H 0.3368; H 0.2755; C -0.7093; N -0.2927; C 0.1346; N -0.4144; H 0.3670; H 0.5340; N 0.6424; H 0.3228; H 0.4844; H 0.3200; H 0.2892; C -0.5203; C 0.4655; H 0.5420; H 0.3357; C -1.2816; H 0.1991; C -1.1422; H 0.3419; H 0.3289; C -0.4920; C -0.9343; H 0.4011; N -0.9397; C -0.5091; H 0.4140



DFT (the ωB97M-V functional and the def2-TZVPD basis) results for 3 unconnected molecules or ions with the total composition C2H10N2O2.

Summary:
Net charge: 0
E_HOMO in eV: -7.30
LUMO energy in eV: 0.75
Multiplicity: 1
SMILES: N/C=C/N.O.O
Largest force on an atom in eV Å⁻¹: 3.7
Frontier orbital gap in eV: 8.05

CARTESIAN COORDINATES (ANGSTROEM)
O 0.926 1.167 -2.572
N -0.026 -1.345 -1.324
N -0.663 -0.366 2.142
O 0.749 1.798 0.649
H -0.008 2.335 0.925
H -1.469 0.185 2.023
H 1.041 -1.104 1.317
H 0.889 -0.850 -1.473
H -1.497 -1.675 -0.010
H -0.870 -1.267 2.541
H 0.450 1.956 -3.052
C 0.069 -0.918 1.098
H 0.685 1.141 1.348
H -0.849 -1.125 -1.880
H 1.026 1.494 -1.692
C -0.453 -1.426 -0.041

Quick look at the Mulliken charges, all values in e: O -0.6563; N -0.5298; N -0.5874; O -0.6312; H 0.3093; H 0.1927; H 0.7018; H 0.2799; H 0.3133; H 0.2529; H 0.3047; C -0.7549; H 0.3513; H 0.2739; H 0.3332; C -0.1534



DFT (the ωB97M-V functional and the def2-TZVPD basis) results for a molecular structure, C16H16Cl5N3O4Rh.

Summary:
Net charge: +1
E_HOMO (alpha / beta) in eV: -12.25 / -12.37
LUMO energy (alpha / beta) in eV: -5.32 / -5.49
Multiplicity: 1
Largest force on an atom in eV Å⁻¹: 1.0
Frontier orbital gap (alpha / beta) in eV: 6.93 / 6.88

CARTESIAN COORDINATES (ANGSTROEM)
C -1.041 1.480 3.202
N -2.743 -1.046 -0.859
C 3.492 3.789 -1.995
H -0.772 -3.922 2.278
O -2.675 -3.194 -1.539
H -0.720 -4.333 -0.186
H -3.745 -1.046 -1.004
H -1.868 1.415 5.197
H 0.427 -0.641 -2.935
Cl 4.432 4.862 -2.922
Cl -0.181 3.471 -0.364
O 0.028 1.458 2.534
C 1.474 3.248 -0.911
H -0.215 -3.620 -2.473
H 0.756 -3.519 0.332
C 0.012 -1.609 -3.234
C 4.043 2.566 -1.567
C 1.993 2.051 -0.493
C 2.179 4.151 -1.664
H -0.543 2.568 4.940
H -0.187 0.848 5.029
C -2.069 -2.248 -1.120
Cl 1.464 5.627 -2.151
N -0.833 0.068 -0.145
Cl 5.655 2.167 -1.975
C 3.285 1.676 -0.811
C -0.965 -3.111 1.579
C -0.920 1.576 4.689
H 1.225 -2.787 -1.885
C 0.172 -2.657 -2.140
O 1.126 -0.801 0.014
H 0.538 -1.918 -4.135
H -2.050 -3.007 1.497
N -2.233 1.448 2.650
Rh 0.631 1.215 0.545
H -3.047 1.470 3.242
C -2.208 0.085 -0.296
Cl 3.923 0.186 -0.244
C -0.324 -3.406 0.229
C -0.573 -2.315 -0.831
C -0.069 -1.011 -0.319
H -0.563 -2.197 2.028
O -2.884 1.021 0.077
H -1.036 -1.462 -3.505
H -2.391 1.405 1.641

Quick look at the Mulliken charges, all values in e: C 0.7649; N 0.0566; C 0.5400; H 0.4931; O -0.5488; H 0.5112; H 0.2782; H 0.3831; H 0.1865; Cl -0.1250; Cl -0.0981; O -0.7165; C 1.0339; H 0.4962; H 0.4261; C -1.1426; C 0.3369; C -0.4909; C -0.2203; H 0.2961; H 0.3078; C -0.1488; Cl -0.1566; N -0.3031; Cl -0.1531; C 0.2595; C -1.1600; C -1.1637; H 0.4518; C -1.2408; O -0.7908; H 0.4939; H 0.2784; N -0.1556; Rh -0.1505; H 0.2253; C 0.2198; Cl -0.1338; C -1.1953; C 2.5668; C 0.5870; H 0.2080; O -0.7421; H 0.2965; H 0.1386



DFT (the ωB97M-V functional and the def2-TZVPD basis) results for C20H25N3O4 in the gas phase.

Summary:
Net charge: 0
E_HOMO in eV: -8.38
LUMO energy in eV: 0.42
Multiplicity: 1
SMILES: CNC(=O)COc1coc(CN2CCN(Cc3ccccc3)CC2)cc1=O
Largest force on an atom in eV Å⁻¹: 0.8
Frontier orbital gap in eV: 8.79

CARTESIAN COORDINATES (ANGSTROEM)
H -0.602 -0.246 3.552
C 1.936 0.574 2.188
H -3.193 2.261 2.969
H -1.564 -2.065 -0.947
C -0.704 -1.137 -2.668
N -2.833 0.404 1.104
H 1.206 1.832 -1.314
H 0.636 1.973 3.928
C 0.131 2.143 2.970
C 3.351 -3.939 -0.701
H -1.552 1.910 -3.858
C -3.356 -0.193 -0.117
C -1.716 -0.307 1.692
H 2.861 -4.111 0.259
H -4.285 0.336 -0.353
C -0.697 -0.019 -3.488
C 2.721 -2.068 -2.123
H -3.604 -1.233 0.114
H -0.802 -0.237 1.075
H -3.390 2.323 0.547
H 3.725 -1.893 -0.350
O 3.578 -0.914 1.351
C -2.429 -0.140 -1.308
N 3.328 -2.537 -1.032
H 2.824 -4.482 -1.485
O 2.148 -2.749 -2.954
H 0.104 3.219 2.783
C -1.456 0.257 3.096
H -3.094 1.792 -1.950
C -1.558 -1.188 -1.580
H -2.345 0.065 3.706
C -1.549 1.038 -3.219
C 0.988 1.494 1.904
H 4.381 -4.296 -0.641
C -2.527 1.816 0.984
H -0.046 -1.965 -2.883
O 0.743 1.907 0.649
C 2.804 -0.542 -2.304
H -2.032 3.441 2.329
C -2.274 2.378 2.385
C 2.756 -0.028 1.160
O 3.331 0.125 -1.173
C 1.489 1.419 -0.356
H -1.981 -1.364 1.778
C -2.413 0.974 -2.139
N -1.233 1.687 3.115
H 1.812 -0.171 -2.579
H 2.097 0.252 3.204
C 2.484 0.521 -0.183
H -1.651 2.002 0.340
H -0.038 0.017 -4.343
H 3.494 -0.340 -3.129

Quick look at the Mulliken charges, all values in e: H 0.4604; C -0.2902; H 0.4209; H 0.3833; C -0.5044; N 0.0307; H 0.5507; H 0.3822; C -1.4113; C -0.9967; H 0.4113; C -1.9310; C 0.0491; H 0.3202; H 0.5258; C -0.6151; C 0.6004; H 0.5374; H 0.0053; H 0.5530; H 0.1995; O -0.7802; C 1.0188; N -0.0259; H 0.3404; O -0.7225; H 0.3965; C -1.4658; H 0.3816; C -0.4788; H 0.4165; C -0.8092; C 0.6558; H 0.3135; C -0.0113; H 0.6266; O -0.2144; C 0.3243; H 0.4316; C -1.3999; C 0.6642; O -0.5573; C -0.4264; H 0.5754; C -0.2707; N 0.2277; H -0.3560; H 0.4731; C 0.1620; H 0.0279; H 0.5140; H 0.2866



Record-wise E values, in eV: -17631.9199, -9308.9628, -95126.6993, -33805.2200
Record-wise energy above the lowest of the compared OMol25 structures with the same formula, charge and spin values, in kcal/mol: 145.77, 60.11, 27.12, 81.58